1.
{"formula": "C6H25NO5S", "method": "ωB97M-V/def2-TZVPD", "spin_multiplicity": 2, "total_charge": -1, "s2": 0.750, "max_force_ev_per_a": 4.05, "homo_ev": [0.2, -6.4], "lumo_ev": [2.65, 2.61], "species": ["C", "N", "C", "C", "C", "S", "C", "C", "H", "H", "H", "H", "H", "H", "H", "H", "H", "H", "H", "H", "H", "H", "H", "H", "H", "O", "H", "H", "O", "H", "H", "O", "H", "H", "O", "H", "H", "O"], "positions_angstrom": [[1.416, 0.797, 1.708], [0.403, 0.827, 0.680], [0.702, 1.634, -0.501], [-0.520, 2.481, -0.984], [-1.684, 1.518, -1.285], [-1.866, 1.035, -3.015], [1.923, 2.560, -0.453], [0.776, -0.070, 2.851], [2.381, 0.320, 1.550], [1.584, 1.757, 2.254], [-0.495, 1.108, 1.063], [1.085, 1.015, -1.333], [-0.845, 3.260, -0.314], [-0.348, 2.953, -1.957], [-1.714, 0.631, -0.645], [-2.693, 1.912, -1.070], [-1.311, -0.170, -2.975], [1.929, 3.183, -1.361], [1.776, 3.360, 0.272], [2.830, 1.975, -0.364], [0.441, 0.315, 3.795], [1.464, -0.918, 3.114], [0.026, -0.641, 2.286], [1.447, -1.559, -0.880], [1.350, -2.760, -1.800], [0.878, -1.953, -1.577], [0.996, -3.894, 0.385], [-0.155, -3.156, -0.224], [0.121, -4.052, 0.015], [-1.145, 0.037, 3.916], [-2.076, 0.190, 2.635], [-2.052, 0.028, 3.581], [3.235, -0.234, 0.272], [3.812, -0.990, -0.984], [3.125, -1.015, -0.286], [-2.009, -2.640, 0.505], [-1.496, -2.199, 1.886], [-1.814, -2.957, 1.388]], "forces_ev_per_angstrom": [[-1.265, 0.456, 3.817], [0.558, 0.492, -1.057], [0.702, 1.447, -1.697], [-0.227, -2.042, -0.787], [-1.490, 0.008, 0.655], [-0.046, 0.009, -0.307], [-0.974, 1.080, 0.259], [1.448, -2.733, -1.557], [-0.326, 0.364, -0.783], [0.324, -0.084, -1.034], [0.350, 0.064, 0.184], [-1.138, -0.561, 0.146], [0.132, 0.211, 0.710], [0.570, 0.092, 0.298], [0.524, -0.099, -0.265], [0.490, 0.540, -0.015], [0.338, -0.280, 0.082], [0.221, -0.758, -0.205], [0.501, -0.223, 0.776], [0.382, 0.322, 0.227], [0.058, 0.858, 0.098], [-0.212, 0.845, 0.016], [-0.294, 0.192, 0.700], [0.115, 0.122, -0.449], [-0.001, -0.121, -0.093], [-0.258, 0.394, 0.206], [0.046, -0.098, 0.014], [0.252, -0.221, -0.152], [0.388, -0.389, -0.116], [-0.525, 0.052, -0.776], [0.503, 0.018, 0.141], [-0.805, -0.086, 0.720], [0.652, 0.159, -0.171], [0.054, 0.217, 0.231], [-0.393, -0.604, -0.222], [-0.028, 0.141, -0.106], [-0.038, 0.114, 0.004], [-0.586, 0.104, 0.508]], "lowdin_charge": [-0.312, -0.037, -0.410, -0.221, -0.594, 0.691, -0.136, -0.123, 0.050, 0.110, 0.094, 0.120, 0.102, 0.087, 0.057, 0.053, -0.168, 0.075, 0.068, 0.028, 0.047, 0.079, 0.043, -0.018, 0.021, -0.149, 0.022, -0.016, -0.112, -0.007, 0.017, -0.070, -0.056, -0.005, -0.306, 0.028, 0.006, -0.056]}

2.
{"formula": "C6H25NO7", "method": "ωB97M-V/def2-TZVPD", "spin_multiplicity": 1, "total_charge": 0, "max_force_ev_per_a": 4.54, "homo_ev": -9.6, "lumo_ev": 0.23, "smiles": "CCCNCCC=O.O.O.O.O.O.O", "species": ["C", "C", "C", "N", "C", "C", "C", "O", "H", "H", "H", "H", "H", "H", "H", "H", "H", "H", "H", "H", "H", "O", "H", "H", "O", "H", "H", "O", "H", "H", "O", "H", "H", "O", "H", "H", "O", "H", "H"], "positions_angstrom": [[2.723, 1.500, 0.306], [1.428, 2.089, -0.143], [0.361, 2.246, 0.934], [-0.283, 0.909, 1.378], [-1.440, 0.441, 0.439], [-2.043, -0.651, 1.193], [-1.477, -1.916, 0.541], [-0.530, -2.477, 1.025], [3.291, 2.294, 0.750], [2.669, 0.648, 1.079], [3.167, 0.797, -0.452], [0.998, 1.424, -1.040], [1.523, 3.176, -0.565], [0.893, 2.683, 1.787], [-0.405, 3.033, 0.773], [0.498, 0.310, 1.203], [-2.221, 1.310, 0.278], [-1.232, 0.098, -0.623], [-1.946, -0.642, 2.285], [-3.145, -0.801, 0.922], [-2.050, -2.605, -0.076], [-0.748, 2.365, 3.756], [-0.106, 1.741, 4.064], [-1.122, 2.128, 2.888], [-2.221, -1.950, -2.128], [-2.436, -1.418, -2.937], [-1.252, -1.855, -2.139], [1.395, -2.215, -1.208], [1.800, -2.136, -0.246], [0.506, -2.327, -0.930], [-1.284, 0.841, -3.539], [-0.329, 0.805, -3.634], [-1.399, 1.381, -2.812], [2.087, -1.233, 1.430], [2.772, -1.607, 1.978], [1.295, -1.681, 1.766], [1.238, 0.247, -2.897], [1.249, -0.618, -2.531], [2.153, 0.611, -2.562]], "forces_ev_per_angstrom": [[0.302, -2.764, 0.999], [-2.667, 0.554, -3.176], [-0.247, -0.551, 0.950], [-0.719, 2.230, -2.685], [0.226, 3.751, -0.154], [-2.952, -3.043, -1.618], [-1.532, -1.317, 3.154], [2.412, -0.101, 0.298], [1.142, 0.032, -0.206], [-0.671, 1.920, -0.623], [0.343, 1.626, 0.067], [0.670, 1.653, 1.947], [0.345, -1.967, 0.429], [-0.144, -0.461, 0.314], [0.146, -0.781, -0.553], [0.365, -1.007, 0.178], [1.763, -1.283, 0.594], [0.443, 0.577, 1.090], [0.336, 0.051, -0.476], [1.135, 0.675, 0.541], [-0.623, 0.910, -0.957], [-1.168, 1.444, 0.184], [0.224, -0.746, -0.461], [0.870, -0.620, 0.774], [0.359, 0.942, -1.462], [0.031, -0.529, 0.942], [-0.378, -0.161, -0.006], [2.178, 0.477, 2.288], [-0.590, 0.112, -2.685], [-1.473, -0.491, 0.169], [-0.193, -1.706, -2.368], [0.379, -0.186, -0.039], [-0.563, 1.823, 2.406], [-0.516, -0.743, 0.114], [0.690, -0.088, 0.260], [-0.398, 0.043, -0.153], [3.203, 2.401, 0.327], [-0.043, -1.776, 0.762], [-2.683, -0.901, -1.164]], "lowdin_charge": [-0.132, -0.285, -0.232, -0.032, -0.213, -0.172, -0.262, 0.031, 0.067, 0.068, 0.082, 0.109, 0.137, 0.099, 0.116, 0.041, 0.151, 0.105, 0.129, 0.143, 0.116, -0.077, 0.019, 0.008, -0.077, 0.067, 0.023, -0.076, 0.079, -0.034, -0.031, -0.003, -0.020, -0.067, 0.070, 0.043, -0.091, -0.017, 0.115]}

3.
{"formula": "C6H25NO8", "method": "ωB97M-V/def2-TZVPD", "spin_multiplicity": 1, "total_charge": 0, "max_force_ev_per_a": 4.99, "homo_ev": -9.2, "lumo_ev": 0.28, "smiles": "C=CCC[C@@H](N)C=O.O.O.O.O.O.O.O", "species": ["C", "C", "C", "C", "C", "N", "C", "O", "H", "H", "H", "H", "H", "H", "H", "H", "H", "H", "H", "O", "H", "H", "O", "H", "H", "O", "H", "H", "O", "H", "H", "O", "H", "H", "O", "H", "H", "O", "H", "H"], "positions_angstrom": [[2.717, 1.153, -1.770], [2.599, 1.105, -0.451], [2.976, 0.089, 0.549], [2.792, -1.411, 0.120], [1.194, -1.638, -0.021], [0.493, -1.942, -1.303], [0.902, -2.959, 0.804], [0.661, -2.921, 1.979], [3.102, 0.298, -2.266], [2.729, 2.098, -2.441], [2.338, 2.089, -0.085], [2.612, 0.373, 1.528], [4.101, 0.221, 0.634], [3.248, -1.628, -0.810], [3.199, -2.051, 0.807], [0.872, -0.743, 0.371], [0.151, -1.192, -1.976], [0.906, -2.662, -1.954], [0.636, -3.991, 0.092], [-2.454, 1.869, -0.604], [-2.248, 0.990, -0.766], [-3.329, 1.924, -0.911], [-2.608, -1.101, 1.669], [-1.688, -1.153, 1.387], [-2.652, -0.220, 2.194], [-2.873, -1.092, -1.025], [-2.070, -1.505, -0.852], [-3.441, -1.254, -0.229], [0.038, 2.545, -0.926], [-0.759, 2.756, -0.449], [0.046, 1.675, -1.306], [-2.055, 1.423, 2.303], [-2.165, 1.508, 1.410], [-1.161, 1.814, 2.556], [-1.635, 0.244, -2.991], [-2.257, -0.211, -2.436], [-1.956, 1.212, -2.994], [0.452, 2.671, 1.952], [0.492, 2.613, 1.011], [0.540, 3.492, 2.355]], "forces_ev_per_angstrom": [[0.864, 0.808, -1.143], [-0.316, 2.210, -0.731], [2.585, -1.291, -0.660], [-3.131, 2.800, -1.222], [2.114, -4.157, -1.763], [0.019, 0.464, -2.030], [-2.119, 0.044, -0.983], [0.547, -0.593, -0.485], [0.097, -0.865, -0.718], [-0.600, -1.576, 1.634], [-0.099, -0.080, 0.700], [-0.479, -0.471, 0.171], [-0.989, -0.047, 0.169], [0.622, 0.081, -1.106], [0.880, -1.558, 1.972], [-1.833, 1.496, 1.207], [0.990, -0.660, 1.717], [-0.241, 0.972, 1.525], [1.095, 2.458, 1.690], [0.495, 2.436, 1.158], [0.828, -3.102, -0.429], [-2.027, 0.458, -0.437], [-0.484, 1.286, 0.968], [0.022, 0.021, 0.331], [0.467, -1.762, -0.998], [-3.089, 1.071, -0.012], [2.337, -1.476, 0.588], [0.959, 0.245, -0.637], [1.526, 1.418, 0.495], [-0.863, -0.488, -0.481], [-0.460, -0.629, -0.153], [1.547, 0.236, 4.561], [-0.285, 0.796, -3.746], [-1.422, -0.635, -0.842], [0.220, 2.885, -0.671], [-0.841, -0.532, 0.409], [0.856, -2.306, -0.070], [-0.472, -3.037, 1.087], [0.303, 0.721, -1.307], [0.379, 2.358, 0.241]], "lowdin_charge": [-0.006, -0.232, -0.186, -0.103, -0.300, 0.013, -0.237, 0.047, 0.037, 0.103, 0.079, 0.109, 0.137, 0.090, 0.070, 0.087, 0.079, 0.096, 0.174, 0.000, -0.021, 0.059, -0.101, 0.016, 0.055, -0.053, -0.013, 0.083, -0.050, 0.013, 0.013, -0.047, -0.056, 0.069, -0.084, -0.041, 0.087, -0.006, -0.010, 0.030]}

4.
{"formula": "C6H25NO8", "method": "ωB97M-V/def2-TZVPD", "spin_multiplicity": 1, "total_charge": 0, "max_force_ev_per_a": 0.60, "homo_ev": -9.5, "lumo_ev": 0.32, "smiles": "C/C=C/C[C@H](N)C=O.O.O.O.O.O.O.O", "species": ["C", "C", "C", "C", "C", "N", "C", "O", "H", "H", "H", "H", "H", "H", "H", "H", "H", "H", "H", "O", "H", "H", "O", "H", "H", "O", "H", "H", "O", "H", "H", "O", "H", "H", "O", "H", "H", "O", "H", "H"], "positions_angstrom": [[0.193, -1.831, -3.624], [-0.290, -0.768, -2.681], [-1.428, -0.846, -2.006], [-1.922, 0.216, -1.051], [-1.237, 0.173, 0.315], [-1.546, -1.095, 0.991], [-1.700, 1.306, 1.213], [-1.009, 1.759, 2.098], [0.242, -1.432, -4.640], [1.189, -2.196, -3.362], [-0.478, -2.692, -3.654], [0.360, 0.096, -2.579], [-2.048, -1.736, -2.063], [-1.767, 1.210, -1.476], [-3.007, 0.133, -0.930], [-0.154, 0.231, 0.179], [-1.125, -1.121, 1.915], [-2.546, -1.234, 1.085], [-2.745, 1.647, 1.109], [1.445, 2.116, -1.481], [1.630, 2.296, -0.548], [0.593, 2.529, -1.639], [-0.939, 3.341, -0.369], [-0.177, 3.435, 0.216], [-1.290, 4.215, -0.557], [0.029, -1.193, 3.837], [0.373, -0.410, 4.283], [0.380, -1.943, 4.322], [1.517, 2.563, 1.332], [2.246, 1.907, 1.315], [0.783, 2.152, 1.800], [1.843, -1.690, 1.736], [1.139, -1.464, 2.367], [1.400, -2.220, 1.042], [3.320, 0.508, 1.106], [3.550, 0.363, 0.184], [2.796, -0.283, 1.376], [0.336, -2.951, -0.183], [-0.490, -2.495, 0.082], [0.532, -2.595, -1.060]], "forces_ev_per_angstrom": [[-0.169, -0.087, -0.068], [0.039, -0.287, -0.252], [-0.156, 0.133, 0.493], [0.079, 0.305, -0.249], [-0.405, -0.065, -0.240], [0.101, -0.094, -0.038], [0.417, -0.103, 0.297], [-0.270, -0.112, 0.072], [0.152, -0.004, 0.012], [0.058, 0.096, -0.043], [-0.047, 0.034, 0.095], [-0.078, 0.170, 0.094], [0.097, -0.074, -0.223], [0.145, -0.033, 0.030], [0.018, -0.122, 0.132], [0.021, 0.107, 0.086], [-0.115, 0.004, 0.066], [-0.016, 0.051, 0.039], [-0.070, -0.061, -0.097], [0.340, -0.330, -0.376], [-0.180, 0.061, 0.094], [-0.176, 0.139, 0.079], [-0.250, -0.135, -0.339], [0.147, 0.206, 0.153], [0.153, 0.090, 0.134], [-0.106, 0.219, -0.055], [-0.077, 0.001, -0.028], [0.062, -0.175, 0.176], [0.256, 0.445, -0.219], [-0.041, -0.095, 0.130], [-0.157, -0.243, 0.156], [-0.144, -0.003, 0.158], [0.206, -0.047, -0.075], [0.077, 0.059, -0.067], [-0.031, 0.023, 0.158], [-0.015, -0.024, -0.034], [0.149, 0.002, -0.237], [-0.030, -0.094, -0.158], [0.113, 0.094, -0.011], [-0.098, -0.051, 0.155]], "lowdin_charge": [-0.102, -0.167, -0.124, -0.160, -0.347, 0.070, -0.212, 0.029, 0.075, 0.073, 0.076, 0.096, 0.111, 0.106, 0.116, 0.145, 0.057, 0.099, 0.138, -0.072, -0.014, 0.003, -0.037, 0.032, 0.067, -0.037, 0.074, 0.066, -0.080, 0.009, -0.001, -0.073, -0.002, 0.014, -0.068, 0.055, 0.008, -0.067, 0.015, 0.028]}